The following is a quantum chemistry calculation of a structure of composition C57H67BF4N7S3SbW at a distorted geometry, from OMol25.

The geometry in XYZ format:
```
141
Properties=species:S:1:pos:R:3:forces:R:3:lowdin_spin:R:1
W 0.1409 0.0044 0.3208 -0.682 1.815 0.113 1.709
C 1.7800 5.1520 1.9913 -0.291 -0.059 -0.056 0.002
C 0.8796 4.6416 3.1204 0.423 -0.012 0.219 0.001
C 1.5433 3.5042 3.8896 -0.058 -0.059 -0.047 0.001
C 0.6149 5.8204 4.0575 -0.010 -0.020 0.007 0.000
N -0.4360 4.1330 2.6151 -0.201 -0.173 -0.329 0.003
C -1.6303 4.4858 3.2089 -0.098 0.017 0.115 0.000
C -2.6230 3.9036 2.5147 -0.122 -0.050 0.069 0.001
N -2.0584 3.1717 1.4940 0.209 0.317 -0.029 0.004
B -2.9581 2.6590 0.3429 0.281 -0.234 0.142 0.001
N -2.2652 2.8461 -1.0291 -0.179 0.013 -0.344 -0.001
C -2.3523 4.0667 -1.6561 0.082 0.026 -0.033 -0.002
C -1.9127 3.9159 -2.9243 0.004 0.178 0.046 -0.002
N -1.5583 2.5964 -3.0911 -0.090 -0.012 0.210 -0.002
C -1.7521 1.9778 -1.9048 0.138 0.287 0.112 0.015
S -1.3900 0.3336 -1.5002 0.476 -0.783 0.117 -0.001
C -1.2085 1.9761 -4.4145 0.171 -0.261 -0.236 0.000
C -2.2435 0.8907 -4.7258 0.032 0.128 0.111 -0.001
C 0.2121 1.4174 -4.3491 -0.105 0.033 0.066 -0.001
C -1.2704 3.0453 -5.5003 -0.016 0.093 0.057 0.000
N -3.5302 1.2369 0.6882 -0.198 -0.095 0.257 0.005
C -4.9000 1.0607 0.5497 -0.028 -0.043 -0.012 0.005
C -5.3402 0.3071 1.5706 -0.128 0.016 -0.050 0.003
N -4.2514 -0.0187 2.3635 0.174 0.281 -0.230 0.008
C -3.1549 0.5070 1.7609 -0.228 -0.080 -0.537 0.001
S -1.5346 0.1302 2.2134 0.507 -0.143 0.379 0.032
C -4.3693 -0.4909 3.7880 0.059 -0.231 0.294 0.001
C -3.7277 0.5625 4.6967 -0.015 -0.020 -0.115 0.000
C -5.8485 -0.6098 4.1440 -0.018 0.048 -0.098 0.000
C -3.7155 -1.8583 3.9784 -0.123 0.075 0.128 0.001
C -0.7183 3.2907 1.5846 -0.276 -0.027 0.198 0.015
S 0.4147 2.4988 0.5422 0.737 -0.161 -0.111 0.092
H 2.6536 5.6235 2.4393 -0.032 0.021 0.015 0.000
H 1.2556 5.8969 1.3891 0.042 0.005 0.005 0.000
H 2.1314 4.3571 1.3466 0.032 -0.154 -0.110 0.002
H 2.5122 3.8294 4.2631 0.058 -0.006 0.021 0.000
H 1.6952 2.6434 3.2402 0.104 -0.028 -0.058 0.001
H 0.9256 3.2010 4.7383 0.011 0.021 -0.003 0.000
H 1.5735 6.2657 4.3146 0.006 -0.022 0.035 0.000
H 0.1367 5.5160 4.9887 0.006 0.023 -0.004 0.000
H 0.0129 6.5886 3.5699 0.030 0.027 0.032 0.000
H -1.6830 5.1104 4.0801 -0.010 0.029 -0.115 0.000
H -3.6888 3.9646 2.6484 0.010 0.009 -0.034 0.000
H -3.9156 3.3724 0.3124 -0.009 0.092 0.001 0.000
H -2.7170 4.9413 -1.1469 -0.066 -0.025 -0.028 0.000
H -1.8227 4.6479 -3.7037 -0.040 -0.051 -0.025 0.000
H -2.1979 0.0773 -4.0052 -0.014 -0.057 -0.021 0.000
H -2.0515 0.4808 -5.7163 0.019 0.013 -0.003 0.000
H -3.2495 1.3136 -4.7154 -0.004 -0.017 -0.041 0.000
H 0.2856 0.5913 -3.6446 0.067 -0.009 0.006 0.000
H 0.9054 2.2034 -4.0517 0.058 -0.013 0.017 0.000
H 0.5082 1.0583 -5.3343 -0.045 -0.013 -0.010 0.000
H -2.2546 3.5104 -5.5631 0.003 -0.007 -0.020 0.000
H -1.0747 2.5700 -6.4596 0.020 -0.048 0.023 0.000
H -0.5098 3.8144 -5.3586 -0.026 0.020 0.013 0.000
H -5.4531 1.5117 -0.2551 0.023 0.072 0.038 0.000
H -6.3380 -0.0199 1.7923 0.021 0.017 0.026 0.000
H -4.1654 1.5454 4.5130 -0.020 -0.004 0.012 0.000
H -2.6513 0.6257 4.5494 0.031 0.012 0.016 0.000
H -3.9101 0.2949 5.7368 -0.013 -0.008 -0.005 0.000
H -6.3641 0.3466 4.0527 -0.023 -0.018 0.023 0.000
H -5.9285 -0.9330 5.1802 0.046 -0.009 0.009 0.000
H -6.3544 -1.3550 3.5289 -0.020 0.005 0.007 0.000
H -2.6837 -1.8565 3.6366 -0.012 -0.007 0.010 0.001
H -4.2789 -2.6238 3.4464 0.033 0.139 0.272 0.000
H -3.7229 -2.1091 5.0388 -0.018 0.052 0.035 0.000
C 2.8604 1.6290 -2.0132 0.048 0.045 0.269 0.002
C 4.0606 1.5730 -1.0731 -0.110 -0.297 -0.061 0.000
C 5.0415 0.4801 -1.5285 0.062 0.165 -0.018 0.000
C 3.8889 1.4542 0.4537 -0.222 -0.019 -0.055 0.000
C 4.8339 2.2269 1.1272 -0.002 -0.013 0.011 0.001
C 5.0784 2.0863 2.4757 0.088 0.056 0.038 -0.002
C 4.3414 1.1692 3.1881 -0.034 0.125 0.070 0.000
C 3.3218 0.4217 2.6030 -0.235 0.111 -0.027 -0.002
C 2.6040 -0.4815 3.6086 -0.118 -0.280 -0.203 0.000
C 3.0991 -1.9327 3.6526 0.034 0.145 0.033 0.000
C 1.0911 -0.4388 3.5228 0.211 0.270 0.222 0.008
C 3.0691 0.5757 1.2185 0.643 0.391 0.101 0.012
N 2.1110 -0.2948 0.5499 -0.521 0.580 0.005 0.014
C 2.7455 -1.4193 -0.0066 0.150 -0.858 -0.399 0.013
C 3.9137 -1.9987 0.5035 -0.189 0.037 0.140 -0.003
C 4.4471 -3.1466 -0.0543 0.034 -0.029 0.035 0.001
C 3.8746 -3.7333 -1.1741 0.027 0.019 0.012 -0.005
C 2.7711 -3.1352 -1.7602 0.030 -0.008 -0.105 0.001
C 2.2508 -2.0096 -1.1663 0.109 0.248 0.010 0.000
F 1.2165 -1.3450 -1.8019 0.149 0.006 0.013 0.024
H 3.2332 1.7062 -3.0353 -0.010 0.003 -0.030 0.000
H 2.2528 2.5089 -1.8190 -0.209 0.088 0.070 0.000
H 2.2393 0.7429 -1.9626 -0.145 -0.176 -0.009 0.002
H 4.5663 2.5302 -1.2190 0.040 -0.054 0.061 0.000
H 4.6115 -0.5125 -1.4121 0.053 0.005 -0.103 0.000
H 5.9577 0.5255 -0.9393 0.021 -0.066 -0.007 0.000
H 5.3070 0.6200 -2.5775 -0.014 0.012 0.001 0.000
H 5.4377 2.9168 0.5500 -0.007 -0.010 0.019 0.000
H 5.8516 2.6678 2.9612 -0.017 0.009 -0.013 0.000
H 4.5403 1.0385 4.2450 -0.019 -0.019 -0.004 0.000
H 2.8440 -0.0489 4.5824 0.050 0.003 -0.023 0.000
H 2.6941 -2.5251 2.8304 0.049 -0.022 -0.045 0.000
H 2.7725 -2.3892 4.5885 -0.027 -0.044 -0.035 0.000
H 4.1886 -1.9801 3.6307 -0.006 -0.039 -0.037 0.000
H 0.7354 -0.9186 2.6045 0.015 -0.127 0.044 0.006
H 0.7561 0.5966 3.5771 -0.169 -0.027 -0.106 0.001
H 0.6470 -0.9828 4.3583 -0.077 -0.043 -0.038 0.001
H 4.4146 -1.5229 1.3334 -0.036 -0.070 0.038 0.000
H 5.3315 -3.5819 0.3915 0.021 0.022 -0.031 0.000
H 4.3033 -4.6243 -1.6109 -0.006 -0.004 -0.007 0.000
H 2.3311 -3.5204 -2.6686 0.002 0.016 -0.004 0.000
F -1.0352 -6.9006 -4.4127 0.016 -0.028 -0.028 0.000
C -0.9263 -5.9561 -3.4787 -0.002 0.114 0.112 0.000
C -0.4344 -4.7139 -3.8308 -0.013 0.001 -0.070 0.000
C -0.3321 -3.7330 -2.8534 -0.012 0.031 -0.055 0.000
C -0.6910 -4.0070 -1.5406 0.188 0.400 0.173 0.002
C -1.2050 -5.2616 -1.2176 0.088 0.063 0.036 0.000
C -1.3225 -6.2441 -2.1836 -0.042 -0.125 -0.013 0.000
Sb -0.7324 -2.5934 0.0799 -0.809 -1.577 -0.184 0.024
C 0.0694 -3.8620 1.5964 -0.138 0.347 -0.240 0.011
C -0.1671 -3.6462 2.9502 -0.071 -0.048 -0.052 0.001
C 0.5340 -4.3633 3.9063 -0.072 -0.022 0.084 0.000
C 1.4799 -5.2810 3.4863 -0.027 0.095 -0.119 0.000
F 2.1940 -5.9382 4.4015 -0.041 -0.051 0.037 0.000
C 1.7260 -5.5230 2.1461 0.060 -0.038 0.039 0.001
C 1.0211 -4.7990 1.1991 -0.054 0.046 0.035 0.001
C -2.8803 -2.6775 0.0378 0.397 0.079 0.169 -0.003
C -3.6995 -3.0273 1.1001 0.241 -0.104 -0.220 -0.001
C -5.0789 -3.0416 0.9437 -0.076 -0.106 0.046 0.000
C -5.6143 -2.7144 -0.2862 0.163 0.000 -0.003 -0.001
F -6.9431 -2.7112 -0.4355 -0.056 0.006 0.018 0.000
C -4.8183 -2.3982 -1.3739 -0.042 0.008 -0.042 0.000
C -3.4451 -2.3840 -1.2034 -0.055 0.012 0.159 -0.001
H -0.1367 -4.5202 -4.8526 -0.054 -0.024 -0.016 0.000
H 0.0261 -2.7560 -3.1472 0.024 0.000 0.045 0.000
H -1.5118 -5.4779 -0.2006 -0.029 -0.071 -0.024 0.000
H -1.7166 -7.2233 -1.9472 0.008 -0.002 -0.017 0.000
H -0.9015 -2.9172 3.2701 0.045 0.033 0.037 0.000
H 0.3587 -4.2121 4.9632 0.037 -0.033 0.007 0.000
H 2.4611 -6.2622 1.8574 0.023 0.014 0.029 0.000
H 1.2093 -4.9704 0.1467 0.071 -0.033 0.005 0.000
H -3.2624 -3.3130 2.0476 -0.015 -0.052 -0.239 0.000
H -5.7373 -3.3229 1.7561 -0.036 -0.023 -0.026 0.000
H -5.2719 -2.1874 -2.3333 -0.030 0.006 0.023 0.000
H -2.8098 -2.1625 -2.0508 -0.042 0.006 -0.086 0.000
```
Positions in Å, forces in eV/Å.

Orbital gap (spin up / spin down) ... 6.40 / 6.81 eV
Charge ... +2
E_LUMO (spin up / spin down) ... -6.3 / -6.1 eV
2S+1 ... 3
HOMO (spin up / spin down) ... -12.72 / -12.88 eV